Density functional theory data (ωB97M-V/def2-TZVPD) for a structure of composition B2F8H22O11 at a distorted geometry.

Structure (XYZ):
```
43
B2F8H22O11, DFT ωB97M-V/def2-TZVPD
B 0.20742 2.13575 2.68758
F 0.27705 1.28554 3.75390
F -0.58500 3.15926 3.03837
F 1.47526 2.68359 2.33277
F -0.38577 1.53343 1.57440
B 0.20027 -0.30155 -0.23731
F 1.00741 0.15889 -1.25249
F -0.66041 0.67230 0.16982
F -0.63978 -1.24511 -0.71286
F 0.92496 -0.82245 0.84634
O 1.75186 -1.11410 -2.44221
H 2.51787 -0.55504 -2.57226
H 1.21027 -0.63673 -1.81370
O -1.19082 -0.01976 -2.32539
H -1.21556 0.92454 -2.48003
H -0.40640 -0.15543 -1.79385
O 0.56613 -2.89354 -0.35103
H 0.27733 -2.13172 -0.85350
H -0.17159 -3.50205 -0.39244
O 2.98558 0.26531 -0.39442
H 2.46106 0.71481 0.26819
H 2.90430 0.81173 -1.17612
O 2.29484 -1.69598 -0.17855
H 2.99714 -1.04756 -0.12805
H 1.49791 -1.20214 0.01445
O -2.64157 0.38828 0.21805
H -2.72335 -0.38182 -0.34451
H -1.79974 0.77413 -0.02418
O -2.46411 -1.08858 -1.20636
H -1.70197 -0.65073 -1.58539
H -2.74640 -1.70600 -1.88114
O -1.65666 -1.74880 1.07395
H -2.06749 -2.33811 0.44136
H -1.29394 -1.04064 0.54182
O -2.23465 0.82055 2.18716
H -2.61849 0.35367 1.44492
H -1.35057 1.04597 1.89767
O 0.30932 2.30464 -0.47559
H 0.14121 1.37232 -0.33865
H -0.06492 2.49207 -1.33643
O 1.92622 0.82857 1.28001
H 1.41325 0.03215 1.14287
H 1.27264 1.52027 1.38293
```

Net charge: -2
Kohn-Sham gap: 5.80 eV
Relative energy (zero: lowest compared OMol25 entry of this formula, charge and spin): 3819.0 kJ/mol
2S+1: 1

=====

Density functional theory data (ωB97M-V/def2-TZVPD) for a structure of composition B2H22NiO7 at a distorted geometry.

Structure (XYZ):
```
32
B2H22NiO7, DFT ωB97M-V/def2-TZVPD
Ni 0.87552 0.76602 -1.27760
B 2.53921 1.71684 -0.13928
H 3.25561 2.42191 0.25299
H 2.77259 1.23786 -1.07756
H 2.34523 0.88310 0.51760
H 1.61172 2.25012 -0.27930
B -0.24977 -0.27718 0.62187
H -1.32858 -0.26882 0.60345
H 0.07144 0.73462 0.42863
H 0.11320 -0.64119 1.57055
H 0.11610 -0.87246 -0.20034
O 0.99710 -3.04777 1.76967
H 0.57608 -2.27874 1.38553
H 1.66601 -2.68898 2.35282
O -2.05216 -2.55552 -0.72555
H -1.23166 -2.08446 -0.58020
H -2.72890 -1.88062 -0.67304
O 1.99160 -0.94418 -1.61290
H 2.77612 -1.09486 -1.08558
H 1.65284 -1.82071 -1.79501
O -1.26201 2.40303 1.62966
H -2.20830 2.35504 1.76556
H -1.05683 1.63482 1.09677
O -0.57518 -0.20962 -2.65549
H -1.50970 -0.10724 -2.47537
H -0.54040 -0.76258 -3.43604
O -2.04294 -1.35861 2.71105
H -2.85021 -0.84599 2.66886
H -1.45143 -0.92590 2.09533
O -0.53499 2.43297 -1.14960
H -0.89303 2.89125 -1.90987
H -0.84433 2.93779 -0.39747
```

⟨S²⟩: 2.004
Kohn-Sham gap (spin up / spin down): 9.25 / 8.73 eV
Relative energy (zero: lowest compared OMol25 entry of this formula, charge and spin): 176.0 kJ/mol
2S+1: 3

=====

Density functional theory data (ωB97M-V/def2-TZVPD) for a structure of composition B3CoF14NO4S2 at a distorted geometry.

Structure (XYZ):
```
25
B3CoF14NO4S2, DFT ωB97M-V/def2-TZVPD
Co -0.45151 0.61446 0.11130
N 1.69463 -2.43166 -0.79890
S 1.47082 -3.80847 -1.42552
O 0.90118 -4.88263 -0.61248
O 2.10522 -4.21195 -2.65873
F 0.12224 -3.15725 -2.05383
S 3.40375 -2.73148 -0.75059
O 4.19156 -2.20911 -1.87472
O 3.94462 -3.88912 -0.08400
F 3.73390 -1.55617 0.31396
B -2.79562 2.72555 -2.57248
F -3.10670 3.95261 -3.16116
F -3.78980 1.83234 -2.78388
F -1.63099 2.08194 -2.86000
F -2.69570 2.94905 -1.24567
B 1.91094 3.88869 1.76516
F 1.97316 3.19548 0.58612
F 1.79410 5.19442 1.52576
F 0.78065 3.31792 2.28874
F 2.91088 3.53284 2.60732
B -3.29133 -0.87054 2.72483
F -3.31291 -0.97423 1.31138
F -2.02452 -0.83751 3.27790
F -3.86942 0.24658 3.08269
F -3.96914 -1.97175 3.28681
```

⟨S²⟩: 3.760
Net charge: -2
Kohn-Sham gap (spin up / spin down): 6.56 / 3.07 eV
Relative energy (zero: lowest compared OMol25 entry of this formula, charge and spin): 1098.4 kJ/mol
2S+1: 4

=====

Density functional theory data (ωB97M-V/def2-TZVPD) for a structure of composition B3FH73NO40S at a distorted geometry.

Structure (XYZ):
```
119
B3FH73NO40S, DFT ωB97M-V/def2-TZVPD
N -1.53565 2.46009 0.08178
B -1.47393 1.39307 -0.82102
O -0.99686 0.13170 -0.49151
B 0.03958 -0.20264 -1.30917
O -0.25478 -0.09332 -2.69825
B -0.73924 1.13984 -2.86202
S 0.20022 2.44176 -3.94911
O -0.23274 3.74023 -3.62956
O 1.56729 2.14256 -3.83545
F -0.13653 2.22291 -5.44780
O -1.83604 1.51177 -2.20846
H -0.87370 3.17260 -0.23811
H -1.10055 2.09904 0.93128
H 1.10615 -0.48388 -0.91155
O 2.33027 -0.60818 -3.23172
H 2.65458 0.23479 -3.56635
H 3.07868 -1.19960 -3.35514
O 3.36849 0.26929 -5.73488
H 2.53729 0.70869 -5.93577
H 3.59196 -0.21456 -6.54251
O -4.67489 -0.30792 -0.38802
H -5.01534 -0.25629 -1.28789
H -3.72492 -0.20040 -0.48345
O -1.47519 2.05216 3.18734
H -1.14421 1.81876 4.06580
H -2.42108 2.19306 3.32622
O -1.61609 2.79936 6.19864
H -2.17612 3.56450 6.03026
H -1.33349 2.90444 7.11555
O -4.00782 0.94224 6.06514
H -4.04498 0.71233 6.99948
H -3.07470 1.15257 5.93915
O 3.68400 -0.59144 -8.52007
H 2.82988 -0.18019 -8.70469
H 3.88902 -1.04359 -9.35119
O -1.19057 2.57175 -8.26724
H -0.88628 2.55445 -7.35442
H -2.15285 2.51300 -8.20292
O 0.43360 4.37119 -0.92987
H 0.18090 4.32710 -1.86257
H 1.38595 4.50204 -0.92215
O 0.09742 1.95098 8.75469
H 0.13781 1.77836 9.70123
H 1.01756 2.09860 8.50188
O 1.54578 -0.53471 9.47001
H 1.37280 -1.00444 10.29343
H 0.94772 -0.95173 8.83569
O -0.67808 -0.59398 6.89281
H -0.13508 -0.36286 6.13056
H -0.73227 0.21565 7.40858
O 0.54847 -0.16804 2.59287
H 0.42221 -0.95769 3.12718
H -0.20054 0.40309 2.80335
O -2.97178 1.87191 8.56633
H -2.06328 1.62855 8.76821
H -3.33610 2.17371 9.40453
O -5.12368 -3.48647 -0.33291
H -4.94948 -2.59499 -0.64864
H -4.28283 -3.94147 -0.45489
O -1.22656 -3.80826 7.21312
H -0.96096 -2.93846 6.88407
H -0.43212 -4.34760 7.13407
O 2.63561 -0.98727 -10.93070
H 1.78635 -0.56785 -11.10558
H 2.85361 -1.42783 -11.75896
O 5.66638 1.01623 -10.48077
H 4.94657 0.40151 -10.31267
H 6.27772 0.85260 -9.74334
O -0.27736 4.91151 2.90508
H -1.09978 5.30518 2.59948
H -0.47411 3.96906 2.97631
O -5.14041 -4.21298 2.50872
H -5.53171 -4.21399 1.62643
H -4.21147 -4.03407 2.32243
O -0.56714 -3.58684 9.98447
H -0.74701 -3.96802 10.85037
H -1.15147 -4.06734 9.38561
O -5.12588 0.52506 3.26327
H -5.82462 -0.12790 3.16529
H -4.70303 0.31630 4.10547
O 7.69126 0.59980 -8.52131
H 7.70245 0.55723 -7.55623
H 8.60798 0.65701 -8.80367
O -3.85087 -5.89816 -1.92003
H -4.80259 -5.74661 -1.89803
H -3.66663 -6.19551 -2.81556
O -2.93061 -4.31488 11.81029
H -3.76612 -3.92938 11.52898
H -3.13514 -5.23963 11.98170
O 7.39721 0.78436 -5.53376
H 7.72938 0.55716 -4.66095
H 6.46218 0.98262 -5.40504
O 8.02159 1.68702 -12.26377
H 8.07907 0.72745 -12.27183
H 7.21544 1.85815 -11.76020
O 3.23556 1.94968 10.12758
H 2.51790 1.30617 10.16467
H 3.76225 1.77196 10.91619
O -1.87240 -4.36789 0.65487
H -1.94236 -4.77531 1.52714
H -2.38121 -4.94688 0.07403
O -4.15499 2.66317 -9.06674
H -5.10768 2.62163 -9.19236
H -3.78919 2.34408 -9.89877
O 4.95494 1.38811 12.92973
H 5.87231 1.15699 13.10379
H 4.61406 1.69554 13.77512
O -2.95420 -3.59122 4.94541
H -2.55983 -3.76312 5.80867
H -3.87216 -3.36714 5.13748
O -2.97901 -2.29805 -2.55571
H -2.61862 -1.46446 -2.87564
H -2.24280 -2.91442 -2.62831
O 0.78769 -0.02698 -8.94668
H 0.72432 -0.35645 -8.04472
H 0.02233 0.55665 -9.04385
O 3.42347 0.87581 -12.95923
H 2.89746 1.67321 -13.07199
H 3.83897 0.98347 -12.09617
```

Kohn-Sham gap: 10.04 eV
2S+1: 1

=====

Density functional theory data (ωB97M-V/def2-TZVPD) for a structure of composition BCdH18O11P at a distorted geometry.

Structure (XYZ):
```
32
BCdH18O11P, DFT ωB97M-V/def2-TZVPD
Cd 1.20673 -0.07247 -0.98637
P 2.30734 -1.59112 -2.89834
O 3.29368 -2.76540 -2.70130
O 1.72660 -1.70024 -4.31524
O 2.71707 -0.15628 -2.37597
O 1.21803 -1.93518 -1.74669
B -0.48211 -0.22183 0.61471
H -0.46725 0.96861 0.48341
H -0.45498 -0.74047 -0.43352
H 0.36795 -0.68357 1.30062
H -1.52948 -0.37255 1.17447
O 2.82322 -0.59201 0.48164
H 3.56489 0.00376 0.32251
H 3.01198 -1.03353 1.31576
O 1.69449 1.99319 -0.29744
H 1.69359 2.84623 -0.74423
H 1.61257 2.18580 0.64537
O -0.33869 1.30481 3.53177
H -1.04916 1.90367 3.77807
H -0.63893 0.90552 2.69811
O -0.02591 1.08095 -2.40680
H -0.45376 1.94119 -2.36077
H -0.20030 0.73776 -3.29524
O -3.42528 1.07983 1.07377
H -3.08455 1.97690 1.03572
H -2.64586 0.53053 1.29942
O -1.14110 -2.75380 2.73069
H -1.24738 -2.14643 1.98138
H -0.80275 -2.18407 3.42682
O -3.13050 -0.09570 -1.49542
H -2.39802 -0.56749 -1.06639
H -3.72213 0.15340 -0.77053
```

Net charge: -2
Kohn-Sham gap: 3.08 eV
Relative energy (zero: lowest compared OMol25 entry of this formula, charge and spin): 0.0 kJ/mol
2S+1: 1

=====

Density functional theory data (ωB97M-V/def2-TZVPD) for a structure of composition BCr2F8H18O13P2 at a distorted geometry.

Structure (XYZ):
```
44
BCr2F8H18O13P2, DFT ωB97M-V/def2-TZVPD
Cr 3.20159 -0.50014 -0.90923
Cr -2.33918 -2.41732 -0.14572
O 1.46597 0.10687 -0.03722
P -0.01798 0.19160 0.37695
O -1.04913 -0.91618 0.05033
F -0.62001 1.61587 -0.16890
F 0.08997 0.52221 1.95822
O 1.95632 -2.10232 -1.31710
P 1.07607 -3.33072 -1.24306
O -0.41727 -3.23643 -0.76352
F 1.70078 -4.49551 -0.37333
F 0.99150 -4.01061 -2.79357
B -0.44246 0.19365 -3.26309
F -0.82125 -1.11424 -2.93996
F 0.82314 0.49125 -2.81303
F -0.44732 0.27109 -4.69818
F -1.41639 1.00923 -2.68865
O -1.98832 -2.43500 1.87963
H -2.07053 -1.64952 2.42045
H -1.68435 -3.11195 2.48425
O 3.79304 1.24891 0.61815
H 3.31899 1.51110 1.40730
H 4.36186 1.99322 0.42147
O 0.97016 0.88711 4.30487
H 0.30652 1.48422 4.65024
H 0.59590 0.55945 3.48708
O -3.30804 -0.95744 -1.38925
H -3.32885 -0.81447 -2.33548
H -3.70052 -0.16707 -1.01843
O -2.54122 2.53673 2.05268
H -3.42550 2.88964 1.95404
H -2.12689 2.68647 1.20290
O 3.65794 -1.42805 0.86585
H 4.07027 -2.26862 1.06499
H 3.57983 -0.99206 1.71440
O -1.04765 4.10020 -0.41938
H -0.87734 3.16024 -0.35856
H -0.18329 4.49340 -0.53984
O -3.43259 -0.36966 1.29512
H -3.46224 -0.36658 2.25186
H -3.95269 0.39114 1.03646
O 3.00678 1.21123 -2.12987
H 2.14079 1.54511 -2.36398
H 3.59360 1.58390 -2.78789
```

⟨S²⟩: 12.088
Net charge: +3
Kohn-Sham gap (spin up / spin down): 3.14 / 5.22 eV
2S+1: 7

=====

Density functional theory data (ωB97M-V/def2-TZVPD) for a structure of composition BCsF4 at a distorted geometry.

Structure (XYZ):
```
6
BCsF4, DFT ωB97M-V/def2-TZVPD
Cs 1.98979 -1.45109 1.55045
B -0.38354 0.26862 -0.28875
F -1.24910 -0.24560 -1.26520
F 0.94865 0.13849 -0.73714
F -0.69609 1.60483 -0.18844
F -0.60972 -0.31526 0.92908
```

Kohn-Sham gap: 9.90 eV
Relative energy (zero: lowest compared OMol25 entry of this formula, charge and spin): 19.3 kJ/mol
2S+1: 1

=====

Density functional theory data (ωB97M-V/def2-TZVPD) for a cluster of 8 separate species, BF4H14O7 in total at a distorted geometry.

Structure (XYZ):
```
26
BF4H14O7, DFT ωB97M-V/def2-TZVPD
B 0.00529 -0.38872 0.36006
F -0.24386 0.10637 -0.89364
F -1.15607 -1.11752 0.74575
F 1.06715 -1.31677 0.27829
F 0.13979 0.64246 1.27785
O 1.41333 -0.78108 -2.92317
H 1.02609 -0.18105 -3.56054
H 0.83232 -0.73249 -2.16402
O -0.45359 -3.54697 -0.81514
H 0.39521 -3.91052 -0.56296
H -0.63933 -2.88606 -0.14811
O -3.02744 -0.82463 -1.53526
H -2.25857 -0.85640 -0.96598
H -3.36065 0.06752 -1.43896
O 2.85355 -1.66427 2.02931
H 2.26408 -2.13383 2.61945
H 2.27178 -1.16422 1.45682
O 0.80187 3.29164 2.12114
H 0.23522 3.76669 1.51330
H 0.58371 2.37006 1.98218
O -2.31898 2.05952 1.89167
H -1.80604 1.25240 1.93265
H -2.66063 2.08162 0.99779
O 1.69012 1.97816 -1.21755
H 0.95782 1.39618 -1.01445
H 1.38780 2.49192 -1.96647
```

Net charge: -1
Kohn-Sham gap: 10.57 eV
Relative energy (zero: lowest compared OMol25 entry of this formula, charge and spin): 57.4 kJ/mol
2S+1: 1